Version a
C40H30BrN4O5OsS | ωB97M-V/def2-TZVPD

Properties
Highest occupied orbital energy = -10.6413 eV

ORCA input file:
```
! RIJCOSX wB97M-V def2-TZVPD def2/J DEFGRID3
* xyz 1 1
Os 0.483 1.033 -0.046
Br -0.468 1.701 -7.274
C -0.531 1.768 -5.389
C -0.619 2.999 -4.741
C -0.660 3.064 -3.362
C -0.597 1.900 -2.596
O -0.702 2.012 -1.268
C -0.515 0.655 -3.254
C -0.454 -0.596 -2.543
N -0.241 -0.703 -1.282
C -0.100 -1.959 -0.651
C -0.174 -3.206 -1.216
C 0.024 -4.354 -0.424
C 0.289 -4.255 0.913
C 0.360 -2.985 1.528
C 0.600 -2.789 2.907
C 0.602 -1.523 3.414
C 0.400 -0.437 2.549
N 0.191 -0.584 1.257
C 0.165 -1.846 0.732
C -0.495 0.607 -4.655
H -0.657 3.908 -5.325
H -0.740 4.013 -2.851
H -0.571 -1.493 -3.149
H -0.385 -3.332 -2.269
H -0.042 -5.327 -0.891
H 0.440 -5.141 1.516
H 0.777 -3.646 3.544
H 0.775 -1.330 4.463
H 0.417 0.578 2.922
H -0.440 -0.352 -5.156
C -3.773 -2.397 -0.028
C -4.685 -1.642 0.942
C -6.000 -1.319 0.220
C -4.966 -2.551 2.146
C -4.047 -0.346 1.436
C -4.755 0.480 2.334
C -4.241 1.668 2.804
C -2.967 2.044 2.386
S -2.067 3.483 2.762
C -0.779 2.922 1.779
N -0.984 1.750 1.222
C -2.241 1.231 1.523
C -2.789 0.049 1.028
C 0.479 3.569 1.488
C 0.870 4.812 1.977
C 2.085 5.330 1.573
C 2.883 4.612 0.687
C 2.491 3.370 0.211
C 1.279 2.809 0.609
H -4.271 -3.311 -0.354
H -2.829 -2.686 0.445
H -3.549 -1.805 -0.919
H -6.462 -2.239 -0.143
H -5.826 -0.663 -0.634
H -6.715 -0.829 0.882
H -5.421 -3.485 1.811
H -5.651 -2.085 2.854
H -4.043 -2.792 2.677
H -5.742 0.183 2.662
H -4.816 2.293 3.475
H -2.226 -0.533 0.315
H 0.235 5.369 2.655
H 2.412 6.294 1.937
H 3.828 5.032 0.366
H 3.136 2.851 -0.488
O 2.035 0.683 -1.449
C 2.851 0.314 -0.554
O 2.404 0.311 0.630
C 4.222 -0.120 -0.871
C 4.776 0.162 -2.117
C 6.075 -0.232 -2.400
C 6.817 -0.917 -1.448
C 6.230 -1.202 -0.228
C 4.948 -0.812 0.091
N 7.006 -1.957 0.779
O 8.185 -2.124 0.564
O 6.404 -2.361 1.753
H 4.185 0.690 -2.852
H 6.513 -0.008 -3.362
H 7.833 -1.231 -1.637
H 4.526 -1.043 1.057
*
```

---

Version b
C40H30BrN4O5OsS | ωB97M-V/def2-TZVPD

Properties
Highest occupied orbital energy = -9.9154 eV

ORCA input file:
```
! RIJCOSX wB97M-V def2-TZVPD def2/J DEFGRID3
* xyz 1 1
Os 0.243 0.774 0.154
Br -3.575 -2.040 -5.623
C -2.447 -1.785 -4.135
C -1.342 -2.592 -3.954
C -0.528 -2.393 -2.850
C -0.798 -1.381 -1.946
O 0.042 -1.219 -0.838
C -1.913 -0.563 -2.112
C -2.398 0.446 -1.173
N -1.720 1.009 -0.263
C -2.419 1.798 0.714
C -3.642 2.378 0.557
C -4.221 3.112 1.613
C -3.575 3.248 2.804
C -2.304 2.656 2.992
C -1.561 2.768 4.190
C -0.337 2.186 4.271
C 0.171 1.481 3.162
N -0.489 1.348 2.035
C -1.734 1.928 1.936
C -2.737 -0.802 -3.213
H -1.114 -3.379 -4.660
H 0.330 -3.034 -2.703
H -3.464 0.651 -1.232
H -4.179 2.303 -0.380
H -5.187 3.574 1.462
H -4.016 3.817 3.612
H -1.975 3.322 5.023
H 0.262 2.253 5.168
H 1.142 1.006 3.201
H -3.622 -0.192 -3.344
C -1.250 6.576 -3.635
C -1.316 5.377 -2.688
C -2.731 4.781 -2.749
C -1.032 5.866 -1.262
C -0.312 4.286 -3.064
C 0.482 4.352 -4.222
C 1.382 3.357 -4.553
C 1.486 2.259 -3.708
S 2.517 0.871 -3.831
C 1.860 0.273 -2.356
N 0.935 1.010 -1.815
C 0.701 2.167 -2.560
C -0.188 3.184 -2.236
C 2.277 -0.987 -1.748
C 3.569 -1.483 -1.868
C 3.937 -2.645 -1.205
C 3.018 -3.314 -0.410
C 1.718 -2.838 -0.292
C 1.370 -1.695 -0.971
H -1.968 7.330 -3.311
H -1.504 6.299 -4.660
H -0.260 7.036 -3.633
H -3.472 5.545 -2.505
H -2.840 3.961 -2.033
H -2.950 4.396 -3.747
H -1.708 6.686 -1.011
H -0.006 6.227 -1.170
H -1.180 5.077 -0.521
H 0.405 5.208 -4.877
H 1.990 3.436 -5.445
H -0.757 3.115 -1.318
H 4.297 -0.940 -2.458
H 4.947 -3.019 -1.299
H 3.309 -4.213 0.117
H 0.978 -3.344 0.313
O 2.183 0.416 0.912
C 2.524 1.634 0.916
O 1.700 2.467 0.463
C 3.841 2.060 1.443
C 4.798 1.114 1.794
C 6.028 1.524 2.280
C 6.309 2.875 2.422
C 5.338 3.793 2.072
C 4.106 3.417 1.580
N 5.630 5.237 2.231
O 6.770 5.549 2.506
O 4.715 6.015 2.060
H 4.563 0.064 1.681
H 6.776 0.791 2.552
H 7.260 3.224 2.795
H 3.368 4.159 1.309
*
```

---

Computed relative energies in units of kJ/mol: version a 0.0; version b 100.0

---

Version a
CH2BrI | ωB97M-V/def2-TZVPD

Properties
Highest occupied orbital energy (spin up / spin down) = -9.6196 / -9.1286 eV

ORCA input file:
```
! RIJCOSX wB97M-V def2-TZVPD def2/J DEFGRID3
* xyz 0 1
C -0.407 -0.237 -0.274
Br 0.200 -1.859 0.344
I 1.531 1.711 1.290
H -1.455 0.153 -0.240
H 0.130 0.231 -1.119
*
```

---

Version b
CH2BrI | ωB97M-V/def2-TZVPD

Properties
Highest occupied orbital energy = -9.0323 eV

ORCA input file:
```
! RIJCOSX wB97M-V def2-TZVPD def2/J DEFGRID3
* xyz 0 1
C -0.896 0.043 -0.108
Br -1.339 1.813 -0.564
I -2.270 -1.270 -0.688
H 1.891 -0.250 0.577
H 2.613 -0.336 0.783
*
```

---

Computed relative energies in units of kJ/mol: version a 0.0; version b 182.5

---

Version a
C5H14S | ωB97M-V/def2-TZVPD

Properties
Highest occupied orbital energy (spin up / spin down) = 1.3219 / -4.9337 eV

ORCA input file:
```
! RIJCOSX wB97M-V def2-TZVPD def2/J DEFGRID3
* xyz -1 2
C -2.060 -1.180 0.691
C -2.281 -2.687 0.670
C -1.176 -0.642 -0.437
H -1.625 -0.863 1.635
H -3.019 -0.659 0.720
H -2.121 -3.065 -0.342
H -1.613 -3.188 1.376
H -0.607 0.209 -0.161
H -1.791 -0.408 -1.292
H -3.309 -2.985 0.897
H -0.382 -1.347 -0.730
C 3.039 1.650 0.815
C 1.460 2.117 -1.452
S 3.120 2.500 -0.838
H 3.511 0.678 0.672
H 3.581 2.297 1.481
H 2.000 1.446 1.046
H 1.496 1.274 -2.140
H 1.014 2.967 -1.971
H 0.763 1.887 -0.640
*
```

---

Version b
C5H14S | ωB97M-V/def2-TZVPD

Properties
Highest occupied orbital energy (spin up / spin down) = 1.2454 / -4.8551 eV

ORCA input file:
```
! RIJCOSX wB97M-V def2-TZVPD def2/J DEFGRID3
* xyz -1 2
C 4.034 0.708 0.182
C 2.896 1.031 -0.731
S 1.346 0.314 0.047
H 3.895 -0.282 0.537
H 5.065 0.834 -0.211
H 3.968 1.304 1.176
H 2.934 0.730 -1.823
H 2.851 2.158 -0.830
H 1.646 -0.941 -0.399
C -2.053 -0.334 0.535
C -3.475 -0.914 0.673
C -4.178 -1.013 -0.660
H -2.025 0.661 0.089
H -1.535 -0.224 1.423
H -1.466 -0.855 -0.118
H -3.479 -1.949 1.204
H -3.989 -0.233 1.286
H -5.206 -1.320 -0.596
H -3.560 -1.761 -1.326
H -3.985 -0.007 -1.150
*
```

---

Computed relative energies in units of kJ/mol: version a 0.0; version b 36.9

---

Version a
C4H12O2 | ωB97M-V/def2-TZVPD

Properties
Highest occupied orbital energy (spin up / spin down) = 1.4102 / -3.4826 eV

ORCA input file:
```
! RIJCOSX wB97M-V def2-TZVPD def2/J DEFGRID3
* xyz -1 2
C -1.674 -0.592 0.032
C -1.399 0.911 0.102
C -0.085 1.314 -0.563
C 0.531 2.463 -0.090
H -2.708 -0.787 0.330
H -1.399 -1.009 -0.946
H -1.114 -1.185 0.760
H -1.303 1.214 1.167
H -2.206 1.471 -0.380
H 0.181 0.716 -1.423
H 1.388 2.861 -0.634
H 0.114 3.129 0.662
H 1.482 -1.721 -0.533
H 1.501 -1.835 -2.056
O 1.203 -2.299 -1.262
H 0.336 -0.382 1.651
H 1.080 -1.582 2.239
O 1.153 -0.897 1.543
*
```

---

Version b
C4H12O2 | ωB97M-V/def2-TZVPD

Properties
Highest occupied orbital energy (spin up / spin down) = 0.9458 / -5.5633 eV

ORCA input file:
```
! RIJCOSX wB97M-V def2-TZVPD def2/J DEFGRID3
* xyz -1 2
C 1.348 1.103 -0.537
C 1.127 -0.142 -1.280
C -0.155 -0.613 -1.090
C -0.824 -1.664 -1.991
H 2.416 1.287 -0.438
H 1.072 2.018 -1.134
H 0.875 1.181 0.281
H 1.809 -0.657 -1.997
H -0.791 -0.166 -0.342
H -1.144 -2.497 -1.381
H -1.569 -0.987 -2.482
H -0.289 -2.113 -2.878
H -0.710 2.045 1.920
H -2.198 1.874 1.565
O -1.391 2.521 1.449
H 0.617 -2.161 2.452
H 0.529 -1.022 3.173
O 0.192 -1.384 2.382
*
```

---

Computed relative energies in units of kJ/mol: version a 0.0; version b 70.7

---

Version a
H9O5 | ωB97M-V/def2-TZVPD

Properties
Highest occupied orbital energy = -5.2672 eV

ORCA input file:
```
! RIJCOSX wB97M-V def2-TZVPD def2/J DEFGRID3
* xyz -1 1
O -0.499 -0.369 0.590
H -0.736 -1.301 0.577
O 1.995 0.069 1.753
H 1.166 -0.442 1.815
H 1.799 0.464 0.892
O -0.697 0.515 -1.771
H -0.848 1.455 -1.628
H -0.614 0.146 -0.766
O -2.012 -0.254 2.938
H -2.178 -1.115 2.535
H -1.449 0.112 2.222
O 1.467 0.403 -3.425
H 1.999 -0.111 -2.802
H 0.608 0.426 -2.931
*
```

---

Version b
H9O5 | ωB97M-V/def2-TZVPD

Properties
Highest occupied orbital energy = -4.3069 eV

ORCA input file:
```
! RIJCOSX wB97M-V def2-TZVPD def2/J DEFGRID3
* xyz -1 1
O -1.805 1.707 1.021
H -2.433 2.086 1.631
O -3.340 1.049 -1.242
H -2.788 1.331 -1.959
H -2.870 1.109 -0.320
O -1.271 -0.568 1.621
H -2.136 -0.918 1.491
H -1.319 0.376 1.293
O 1.562 0.558 1.801
H 1.163 1.410 1.434
H 0.661 0.185 2.211
O 4.894 -2.858 -3.421
H 4.153 -2.417 -2.902
H 5.528 -3.050 -2.659
*
```

---

Computed relative energies in units of kJ/mol: version a 0.0; version b 108.3

---

Version a
C49H45CdN9OS | ωB97M-V/def2-TZVPD

Properties
Highest occupied orbital energy (spin up / spin down) = -11.9912 / -11.9924 eV

ORCA input file:
```
! RIJCOSX wB97M-V def2-TZVPD def2/J DEFGRID3
* xyz 2 1
Cd 0.298 -0.614 -0.447
C -1.070 -3.095 1.726
C -2.093 -2.636 0.681
C -3.413 -3.151 0.646
C -4.370 -2.554 -0.161
C -3.976 -1.551 -1.027
C -2.601 -1.350 -1.205
N -1.738 -1.715 -0.209
C -2.115 -0.643 -2.396
C -2.975 -0.669 -3.507
C -2.736 0.144 -4.613
C -1.578 0.884 -4.629
C -0.827 1.012 -3.454
N -1.035 0.152 -2.404
C 0.181 1.965 -3.396
C 1.031 2.242 -4.523
C 1.601 3.476 -4.492
C 1.700 4.151 -3.293
C 0.924 3.757 -2.180
C 0.811 4.605 -0.950
N 0.163 2.699 -2.251
H -0.484 -2.307 2.144
H -1.740 -3.570 2.492
H -0.472 -3.955 1.353
H -3.624 -3.986 1.301
H -5.427 -2.822 -0.043
H -4.726 -1.001 -1.611
H -3.732 -1.393 -3.472
H -3.390 0.153 -5.485
H -1.402 1.555 -5.452
H 0.940 1.623 -5.400
H 2.189 3.852 -5.359
H 2.216 5.147 -3.265
H -0.218 5.036 -0.814
H 1.128 4.060 -0.035
H 1.498 5.431 -1.030
C 0.655 1.804 6.017
C 1.114 3.083 5.368
C 1.887 3.951 6.104
C 2.211 5.208 5.637
C 1.750 5.668 4.371
C 1.016 4.753 3.593
C 0.713 3.488 4.095
N -0.065 2.616 3.273
C 0.302 1.764 2.303
N 1.675 1.644 2.100
C 2.400 1.502 0.870
C 1.990 0.678 -0.212
C 2.753 0.804 -1.354
C 3.923 1.583 -1.386
C 4.411 2.153 -0.255
C 3.735 2.019 0.952
C 4.322 2.555 2.219
N -0.532 1.030 1.598
C -1.916 1.094 1.965
C -2.401 0.186 2.886
C -3.669 0.306 3.497
C -4.472 1.419 3.138
C -4.076 2.349 2.168
C -2.793 2.227 1.592
C -2.337 3.171 0.493
H -0.409 1.850 6.375
H 1.204 1.636 6.942
H 0.768 0.981 5.298
H 2.257 3.647 7.075
H 2.899 5.843 6.182
H 1.995 6.629 3.906
H 0.768 5.035 2.550
H -1.028 2.900 3.221
H 2.252 2.115 2.806
H 2.510 0.286 -2.288
H 4.443 1.736 -2.336
H 5.398 2.606 -0.244
H 5.448 2.519 2.223
H 4.003 2.049 3.133
H 4.086 3.622 2.429
H -1.779 -0.721 3.189
H -4.025 -0.443 4.170
H -5.495 1.548 3.449
H -4.773 3.129 1.852
H -2.678 2.882 -0.542
H -1.265 3.052 0.237
H -2.573 4.230 0.654
O 5.971 -2.643 4.131
N 4.839 -2.401 4.032
S 1.286 -7.401 -2.436
C 1.521 -5.701 -2.138
C 1.113 -4.729 -3.039
C 1.024 -3.391 -2.618
N 1.407 -2.997 -1.377
C 1.999 -3.919 -0.617
C 2.012 -5.244 -0.925
C -0.193 -7.446 -3.388
C -0.295 -8.277 -4.484
C -1.344 -8.007 -5.379
N -2.294 -7.130 -5.154
C -2.237 -6.455 -3.977
C -1.280 -6.623 -3.001
H 0.776 -5.002 -4.108
H 0.672 -2.641 -3.292
H 2.456 -3.594 0.300
H 2.533 -5.959 -0.195
H 0.344 -9.124 -4.595
H -1.364 -8.428 -6.341
H -3.149 -5.827 -3.906
H -1.340 -6.176 -2.043
*
```

---

Version b
C49H45CdN9OS | ωB97M-V/def2-TZVPD

Properties
Highest occupied orbital energy (spin up / spin down) = -12.1718 / -12.1718 eV

ORCA input file:
```
! RIJCOSX wB97M-V def2-TZVPD def2/J DEFGRID3
* xyz 2 1
Cd -0.617 -1.127 -0.435
C -3.712 -2.010 1.885
C -3.547 -3.029 0.835
C -4.596 -3.856 0.389
C -4.263 -4.820 -0.566
C -2.952 -4.978 -1.012
C -1.980 -4.078 -0.574
N -2.306 -3.099 0.285
C -0.538 -4.161 -1.059
C 0.051 -5.385 -1.480
C 1.352 -5.426 -1.950
C 2.119 -4.254 -1.931
C 1.518 -3.083 -1.464
N 0.227 -3.062 -1.067
C 2.357 -1.859 -1.379
C 3.757 -1.923 -1.573
C 4.490 -0.759 -1.570
C 3.764 0.462 -1.575
C 2.406 0.478 -1.353
C 1.715 1.749 -1.260
N 1.671 -0.661 -1.337
H -4.627 -2.144 2.503
H -2.904 -2.090 2.570
H -3.779 -0.960 1.510
H -5.600 -3.815 0.757
H -5.047 -5.436 -1.058
H -2.736 -5.773 -1.691
H -0.571 -6.252 -1.484
H 1.763 -6.386 -2.326
H 3.107 -4.225 -2.414
H 4.227 -2.933 -1.640
H 5.609 -0.810 -1.518
H 4.295 1.465 -1.659
H 0.887 1.714 -0.536
H 2.353 2.577 -0.963
H 1.302 2.067 -2.309
C -3.374 3.322 -4.580
C -4.078 3.867 -3.306
C -4.474 5.221 -3.273
C -5.150 5.731 -2.177
C -5.533 4.938 -1.093
C -5.117 3.589 -1.139
C -4.305 3.087 -2.173
N -3.774 1.719 -2.082
C -2.706 1.347 -1.319
N -2.562 2.000 -0.122
C -1.428 2.483 0.629
C -0.684 1.599 1.468
C 0.212 2.076 2.423
C 0.492 3.416 2.428
C -0.250 4.303 1.647
C -1.316 3.915 0.827
C -2.246 4.898 0.258
N -1.930 0.308 -1.737
C -2.293 -0.441 -2.897
C -3.511 -1.114 -2.908
C -3.877 -1.829 -4.005
C -3.074 -1.840 -5.171
C -1.787 -1.253 -5.150
C -1.445 -0.458 -4.027
C -0.110 0.230 -4.151
H -2.979 4.167 -5.167
H -4.032 2.752 -5.283
H -2.510 2.649 -4.320
H -4.173 5.831 -4.097
H -5.388 6.816 -2.164
H -6.171 5.319 -0.295
H -5.489 2.839 -0.435
H -4.019 1.066 -2.793
H -3.303 2.674 0.096
H 0.708 1.334 3.049
H 1.374 3.746 2.983
H 0.062 5.324 1.642
H -2.195 4.981 -0.844
H -2.024 5.923 0.585
H -3.320 4.769 0.341
H -4.208 -0.963 -2.057
H -4.750 -2.440 -3.854
H -3.438 -2.438 -6.020
H -1.011 -1.357 -5.984
H 0.247 0.115 -5.175
H 0.699 -0.146 -3.562
H -0.108 1.312 -4.044
O -0.594 -0.341 2.481
N -0.930 0.188 1.362
S 6.714 -2.416 4.521
C 5.374 -1.382 4.095
C 5.380 0.013 4.130
C 4.236 0.661 3.591
N 3.166 -0.014 3.207
C 3.145 -1.342 3.373
C 4.198 -2.121 3.786
C 7.172 -1.575 5.994
C 7.933 -0.412 5.949
C 7.948 0.386 7.106
N 7.439 0.008 8.274
C 6.774 -1.136 8.316
C 6.677 -2.023 7.213
H 6.165 0.577 4.593
H 4.341 1.733 3.394
H 2.242 -1.867 3.229
H 4.018 -3.199 3.931
H 8.353 -0.037 4.994
H 8.639 1.244 7.105
H 6.495 -1.464 9.338
H 6.267 -2.984 7.495
*
```

---

Computed relative energies in units of kJ/mol: version a 389.6; version b 0.0